Entry 1
Below is a cluster of 2 separate species, CH3NO3S in total, with properties calculated with ωB97M-V/def2-TZVPD.

Computed properties:
Spin multiplicity: 1
Kohn-Sham gap (alpha / beta) (eV): 7.87 / 8.06
Highest occupied orbital energy (alpha / beta) (eV): -9.3502 / -9.6474

Last column: Mulliken charge in e.
Element x y z (Å)
C1 -0.04 -1.08 -0.85  -0.25
N1 0.07 1.82 -0.35  -0.12
O1 -0.11 -2.54 1.38  -0.46
O2 0.67 -0.20 1.52  -0.51
O3 -0.82 0.96 -0.72  -0.34
S1 -0.06 -1.22 0.82  0.88
H1 -0.89 -1.55 -1.33  0.25
H2 0.44 1.69 0.59  0.30
H3 0.73 2.11 -1.07  0.25



Entry 2
Below is a cluster of 2 separate species, CH3NO3S in total, with properties calculated with ωB97M-V/def2-TZVPD.

Computed properties:
Spin multiplicity: 1
Kohn-Sham gap (eV): 9.74
Highest occupied orbital energy (eV): -9.4849

Last column: Mulliken charge in e.
Element x y z (Å)
C1 0.04 -0.03 0.33  0.00
N1 1.63 -0.44 -0.84  0.77
O1 1.47 -1.18 -1.75  -0.50
O2 2.52 0.28 -0.50  -0.57
O3 0.66 0.73 1.31  -0.42
S1 -1.15 0.81 -0.76  -0.13
H1 -0.30 -1.06 0.54  0.32
H2 1.46 1.05 0.98  0.37
H3 -2.03 -0.22 -0.77  0.15



What should be chosen as the most stable of them? Choose entry 2.



Entry 1
Below is a cluster of 2 separate species, CH3NO3S in total, with properties calculated with ωB97M-V/def2-TZVPD.

Computed properties:
Spin multiplicity: 1
Kohn-Sham gap (alpha / beta) (eV): 6.45 / 2.61
Highest occupied orbital energy (alpha / beta) (eV): -8.8373 / -6.9802

Last column: Mulliken charge in e.
Element x y z (Å)
C1 -0.43 -0.65 1.28  0.04
N1 -0.26 -0.14 0.09  -0.46
O1 -0.46 0.99 -3.18  -0.42
O2 0.50 2.79 -1.59  -0.29
O3 -1.36 -0.56 2.04  -0.43
S1 -0.66 2.02 -1.92  0.75
H1 0.29 -1.46 1.53  0.21
H2 0.71 -0.42 -0.20  0.20
H3 -1.28 0.43 -3.47  0.41



Entry 2
Below is a structure of composition CH3NO3S, with properties calculated with ωB97M-V/def2-TZVPD.

Computed properties:
Spin multiplicity: 1
Kohn-Sham gap (alpha / beta) (eV): 9.19 / 9.19
Highest occupied orbital energy (alpha / beta) (eV): -10.5410 / -10.5364

Last column: Mulliken charge in e.
Element x y z (Å)
C1 0.91 0.06 -0.67  -0.39
N1 0.49 -0.20 1.32  -0.37
O1 -1.41 1.51 -1.01  -0.53
O2 -1.56 -0.90 -0.66  -0.55
O3 -0.68 0.55 1.18  -0.18
S1 -0.85 0.34 -0.49  1.06
H1 1.60 0.83 -0.18  0.33
H2 1.24 -0.92 -0.97  0.34
H3 0.26 -1.27 1.49  0.28



What should be chosen as the most stable of them? Choose entry 1.



Entry 1
Below is an isolated molecule of C5H12NO, with properties calculated with ωB97M-V/def2-TZVPD.

Computed properties:
Spin multiplicity: 2
Kohn-Sham gap (alpha / beta) (eV): 3.95 / 10.90
Highest occupied orbital energy (alpha / beta) (eV): -3.1645 / -10.2289

Last column: Mulliken charge in e.
Element x y z (Å)
C1 -0.59 1.30 1.33  -0.81
O1 0.62 1.18 2.08  -0.21
C2 -0.56 0.16 0.30  -0.69
C3 0.33 0.66 -0.85  -0.59
C4 0.87 -0.40 -1.82  -0.39
C5 -0.01 -1.37 -2.16  -0.83
N1 0.03 -1.08 0.91  -1.80
H1 -1.52 1.33 1.86  0.61
H2 -0.51 2.30 0.82  0.24
H3 0.49 1.31 3.03  0.18
H4 -1.56 -0.02 -0.10  0.14
H5 1.21 1.23 -0.48  0.41
H6 -0.25 1.44 -1.35  0.35
H7 1.89 -0.49 -2.13  0.35
H8 -1.00 -1.44 -1.73  0.30
H9 0.16 -2.00 -3.02  0.33
H10 -0.63 -1.60 1.54  1.46
H11 0.33 -1.72 0.15  0.59
H12 0.71 -0.80 1.63  0.38



Entry 2
Below is an isolated molecule of C5H12NO, with properties calculated with ωB97M-V/def2-TZVPD.

Computed properties:
Spin multiplicity: 2
Kohn-Sham gap (alpha / beta) (eV): 10.30 / 7.75
Highest occupied orbital energy (alpha / beta) (eV): -9.3930 / -9.3758

Last column: Mulliken charge in e.
Element x y z (Å)
C1 0.93 -2.13 -0.72  -1.30
C2 0.37 -1.09 0.23  0.30
C3 0.46 0.35 -0.44  -0.61
C4 -0.21 1.48 0.28  -0.61
C5 -1.91 1.60 -0.14  -0.63
O1 -2.53 0.47 0.11  -0.43
N1 1.01 -0.93 1.58  -0.62
H1 0.40 -2.10 -1.80  0.25
H2 0.90 -3.09 -0.40  0.43
H3 2.06 -2.05 -0.96  0.27
H4 -0.76 -1.14 0.15  0.21
H5 -0.25 0.44 -1.49  0.27
H6 1.53 0.81 -0.63  0.33
H7 -0.23 1.42 1.37  0.37
H8 0.24 2.40 -0.26  0.32
H9 -1.71 2.11 -1.05  0.39
H10 -2.30 2.40 0.37  0.47
H11 0.25 -0.78 2.24  0.31
H12 1.74 -0.15 1.59  0.30



What should be chosen as the most stable of them? Choose entry 1.



Entry 1
Below is a cluster of 3 separate species, C5H8N4 in total, with properties calculated with ωB97M-V/def2-TZVPD.

Computed properties:
Spin multiplicity: 1
Kohn-Sham gap (eV): 8.40
Highest occupied orbital energy (eV): -9.0785

Last column: Mulliken charge in e.
Element x y z (Å)
C1 1.44 -0.66 0.44  0.02
C2 0.23 -1.55 0.80  -0.19
C3 -1.26 0.01 0.94  -0.13
C4 -1.31 1.11 -1.23  0.08
C5 0.29 -0.70 -0.56  -0.55
H1 2.54 0.43 2.48  0.26
H2 0.79 1.56 0.90  0.30
H3 2.15 -1.24 -0.15  0.39
H4 0.27 -2.70 0.99  0.32
H5 -1.88 0.91 1.06  0.37
H6 -2.42 1.29 -1.07  0.30
H7 -0.14 1.31 -2.77  0.23
H8 0.18 -1.13 -1.52  0.50
N1 1.86 0.55 0.97  -0.79
N2 -0.75 -0.83 1.65  -0.47
N3 -0.97 0.01 -0.51  -0.01
N4 -1.03 1.64 -2.42  -0.62



Entry 2
Below is an isolated molecule of C5H8N4, with properties calculated with ωB97M-V/def2-TZVPD.

Computed properties:
Spin multiplicity: 1
Kohn-Sham gap (eV): 8.80
SMILES string: [H]/N=C\N1N=C(C)C/C1=N\[H]
Highest occupied orbital energy (eV): -8.3387

Last column: Mulliken charge in e.
Element x y z (Å)
H1 -0.33 3.08 -0.85  0.25
N1 0.72 3.13 -0.70  -0.64
C1 1.34 1.96 -0.31  0.14
N2 0.80 0.71 -0.18  0.62
N3 -0.33 0.46 -0.78  -0.91
C2 -0.82 -0.66 -0.34  0.29
C3 -2.25 -0.82 -0.67  -0.93
C4 0.14 -1.44 0.53  -0.18
C5 1.09 -0.36 0.75  0.21
N4 2.15 -0.18 1.44  -0.73
H2 2.55 -0.95 2.31  0.27
H3 2.44 1.71 -0.08  0.31
H4 -2.46 -0.10 -1.63  0.27
H5 -2.49 -1.90 -1.02  0.26
H6 -3.19 -0.73 0.00  0.25
H7 -0.39 -1.78 1.48  0.32
H8 1.01 -2.12 0.03  0.21



What should be chosen as the most stable of them? Choose entry 2.



Entry 1
Below is a structure of composition C8H11NO3, with properties calculated with ωB97M-V/def2-TZVPD.

Computed properties:
Spin multiplicity: 1
Kohn-Sham gap (eV): 7.91
Highest occupied orbital energy (eV): -7.7495

Last column: Mulliken charge in e.
Element x y z (Å)
C1 -1.98 1.27 0.27  -0.31
C2 -3.30 1.62 0.26  -0.68
C3 -1.37 -0.03 -0.09  0.33
C4 -4.97 -0.28 0.08  -0.29
C5 -2.20 -1.11 -0.07  0.73
C6 1.00 0.90 -0.08  -0.72
C7 0.37 -1.40 -1.02  -1.03
C8 0.28 -1.07 1.27  -0.92
N1 0.12 -0.32 0.05  0.29
O1 -2.01 -2.29 -0.24  -0.57
O2 -3.98 -1.04 -0.25  -0.18
O3 -4.62 1.02 0.20  -0.20
H1 -1.33 2.17 0.29  0.07
H2 -3.30 2.68 0.20  0.28
H3 1.77 0.95 0.68  0.32
H4 1.46 0.76 -1.02  0.38
H5 0.34 1.80 -0.07  0.16
H6 -0.47 -2.11 -0.86  0.49
H7 0.09 -0.94 -2.05  0.33
H8 1.49 -1.67 -0.91  0.41
H9 0.04 -2.15 1.06  0.31
H10 1.33 -1.23 1.76  0.33
H11 -0.25 -0.60 2.07  0.45



Entry 2
Below is an isolated molecule of C8H11NO3, with properties calculated with ωB97M-V/def2-TZVPD.

Computed properties:
Spin multiplicity: 1
Kohn-Sham gap (eV): 8.29
SMILES string: COc1cc(N)cc(OC)c1O
Highest occupied orbital energy (eV): -7.4719

Last column: Mulliken charge in e.
Element x y z (Å)
C1 -3.42 -0.69 0.45  -0.75
O1 -2.77 0.14 -0.52  -0.46
C2 -1.42 0.30 -0.35  -0.01
C3 -0.84 1.55 -0.30  -0.74
C4 0.51 1.77 -0.13  0.61
N1 1.06 3.04 0.15  -0.63
C5 1.39 0.69 -0.10  -0.46
C6 0.82 -0.59 -0.10  0.70
O2 1.51 -1.80 -0.11  -0.43
C7 2.89 -1.69 0.01  -0.88
C8 -0.58 -0.79 -0.21  0.51
O3 -1.07 -2.03 -0.25  -0.60
H1 -3.21 -0.29 1.42  0.32
H2 -4.50 -0.61 0.25  0.25
H3 -3.05 -1.67 0.43  0.28
H4 -1.54 2.44 -0.25  0.19
H5 0.48 3.85 -0.07  0.24
H6 1.96 3.21 -0.25  0.23
H7 2.42 0.90 0.14  0.35
H8 3.23 -1.11 0.86  0.35
H9 3.31 -1.22 -0.92  0.34
H10 3.20 -2.74 0.16  0.24
H11 -0.38 -2.67 -0.33  0.35



What should be chosen as the most stable of them? Choose entry 2.



Entry 1
Below is the ion H2O4PS with charge -1, with properties calculated with ωB97M-V/def2-TZVPD.

Computed properties:
Total charge: -1
Spin multiplicity: 1
Kohn-Sham gap (eV): 8.74
SMILES string: O=[PH2]S(=O)(=O)[O-]
Highest occupied orbital energy (eV): -4.7174

Last column: Mulliken charge in e.
Element x y z (Å)
O1 2.21 0.89 0.74  -0.67
P1 1.03 0.55 -0.09  0.36
S1 -1.16 -0.52 0.35  0.90
O2 -1.71 0.34 -0.65  -0.57
O3 -1.64 -0.40 1.68  -0.53
O4 -0.88 -1.87 -0.08  -0.57
H1 1.46 -0.52 -0.85  0.02
H2 0.68 1.54 -1.10  0.06



Entry 2
Below is the ion H2O4PS with charge -1, with properties calculated with ωB97M-V/def2-TZVPD.

Computed properties:
Total charge: -1
Spin multiplicity: 1
Kohn-Sham gap (eV): 8.32
SMILES string: O=S12([O-])O[PH2]1O2
Highest occupied orbital energy (eV): -4.2213

Last column: Mulliken charge in e.
Element x y z (Å)
O1 -0.77 0.35 -2.28  -0.56
S1 0.15 0.22 -1.20  1.11
O2 1.47 0.68 -1.41  -0.56
O3 0.31 -1.53 -0.52  -0.67
P1 -0.60 -0.60 1.20  0.09
O4 -0.42 0.84 0.13  -0.35
H1 -0.87 0.41 2.20  -0.06
H2 0.73 -0.38 1.89  0.00



What should be chosen as the most stable of them? Choose entry 1.